Entry 1:
Density functional theory data (ωB97M-V with the def2-TZVPD basis set) for 3 unconnected molecules or ions with the total composition C4H3F2N2 at a distorted geometry.

Computed properties:
**Charge**: -1
**E_LUMO**: 3.9 eV

Each line ends with the natural charge from an NBO analysis.
Atoms and positions in Å:
N1 0.2397 2.8702 0.7403  -0.335
F1 -1.8803 -1.7874 -2.1572  -0.790
F2 1.0226 0.4382 -1.2982  -0.372
H1 -1.3063 -1.0388 -1.0952  0.474
C1 1.6117 -0.2636 0.8143  0.294
C2 0.4897 0.3389 0.0607  0.124
H2 -1.6760 0.2627 0.2997  0.246
N2 2.5095 -0.7287 1.3699  -0.332
H3 -0.5870 -1.4195 0.6199  0.247
C3 -0.7544 -0.4264 0.1842  -0.850
C4 0.3308 1.7544 0.4617  0.294

Cartesian forces, eV/Å:
-0.053 -0.758 -0.099
0.861 1.255 1.810
-0.212 -0.022 0.570
0.236 -0.330 -0.383
0.742 -0.206 0.287
0.170 0.052 -0.767
1.524 -1.679 0.541
-0.676 0.270 -0.290
-0.721 0.688 0.431
-2.069 -0.078 -2.182
0.197 0.809 0.082

---

Entry 2:
Density functional theory data (ωB97M-V with the def2-TZVPD basis set) for a single C4H3F3 molecule at a distorted geometry.

Computed properties:
**ΔE to the lowest compared entry with this formula, charge and spin**: 71.6 kcal/mol
**E_LUMO**: -1.1 eV

Each line ends with the natural charge from an NBO analysis.
Atoms and positions in Å:
F1 1.0310 -2.2055 0.1386  -0.336
C1 1.2481 0.1141 -0.0679  0.038
C2 -1.3554 -0.0123 0.0299  -0.696
F2 -0.0885 2.0143 -0.0581  -0.287
C3 -0.0515 0.6978 0.0592  0.514
F3 2.2640 1.0560 0.0336  -0.331
H1 -1.0650 -1.0121 0.1850  0.250
H2 -2.1908 0.4551 0.6879  0.253
C4 1.9035 -1.2320 -0.0800  0.354
H3 -1.6954 0.1247 -0.9282  0.242

Cartesian forces, eV/Å:
-0.330 0.340 -0.128
-1.018 1.056 1.391
0.194 1.941 2.451
-0.190 -0.055 0.366
2.889 -1.332 -0.837
-0.919 -0.626 -0.564
-0.564 -1.449 0.482
1.798 -1.042 -0.631
-0.821 1.113 0.047
-1.040 0.054 -2.578

---

Entry 3:
Density functional theory data (ωB97M-V with the def2-TZVPD basis set) for a molecular structure, C4H3FLiO at a distorted geometry.

Computed properties:
**Charge**: -1
**E_LUMO (spin up / spin down)**: 3.6 / 3.6 eV

Each line ends with the natural charge from an NBO analysis.
Atoms and positions in Å:
F1 -2.7182 1.5477 2.7320  -0.968
H1 3.1637 0.0050 -1.3338  0.221
H2 0.8760 -1.1656 -3.3069  0.165
C1 2.1685 -0.3705 -1.5418  -0.294
C2 1.0432 -0.8393 -1.1019  0.277
H3 1.7549 -2.5066 -2.3985  0.162
C3 1.3821 -1.4717 -2.3793  -0.452
O1 0.0009 -0.3536 -0.2714  -0.567
C4 0.2498 0.8102 0.3531  -0.423
Li1 -1.3990 1.2620 1.6640  0.878

Cartesian forces, eV/Å:
0.384 -0.060 -0.294
-0.532 0.248 -0.413
0.264 -0.042 0.185
0.186 -1.751 -0.050
-0.677 2.666 0.822
-0.328 0.187 0.046
0.534 -0.020 -0.097
0.608 -1.710 -1.003
-0.116 0.357 0.543
-0.323 0.126 0.261

---

Entry 4:
Density functional theory data (ωB97M-V with the def2-TZVPD basis set) for a single C4H3FO2 molecule at a distorted geometry.

Computed properties:
**ΔE to the lowest compared entry with this formula, charge and spin**: 32.0 kcal/mol
**E_LUMO**: -0.6 eV
**SMILES**: O=CC(=O)/C=C\F

Each line ends with the natural charge from an NBO analysis.
Atoms and positions in Å:
O1 2.0177 -0.5774 0.3219  -0.466
C1 -1.3635 -0.6329 -0.1462  0.302
H1 1.4196 1.8838 0.9517  0.131
O2 -0.0088 1.9749 -0.5557  -0.470
H2 -2.1236 -1.3404 -0.5179  0.197
C2 -0.0772 -1.0013 -0.3326  -0.381
F1 -1.5504 0.3931 0.7316  -0.321
C3 0.9713 -0.1211 0.0789  0.430
H3 0.0707 -1.9114 -0.7730  0.231
C4 0.6441 1.3326 0.2413  0.347

Cartesian forces, eV/Å:
4.400 -0.372 0.924
2.364 -1.255 0.771
-1.574 -0.951 -0.682
0.538 -0.914 1.064
-0.570 1.287 0.764
-3.664 2.342 0.080
-1.580 -1.007 -1.021
-3.081 -0.465 0.082
0.813 -2.013 -1.287
2.354 3.348 -0.696

---

Entry 5:
Density functional theory data (ωB97M-V with the def2-TZVPD basis set) for a single C4H3FOS2 molecule at a distorted geometry.

Computed properties:
**ΔE to the lowest compared entry with this formula, charge and spin**: 4.7 kcal/mol
**E_LUMO**: -0.4 eV
**SMILES**: F/C=C1/SCOC1=S

Each line ends with the natural charge from an NBO analysis.
Atoms and positions in Å:
C1 -2.1034 -0.9328 -0.0111  -0.170
O1 -0.7997 -1.4557 -0.0083  -0.482
H1 -2.6200 -1.3037 0.9058  0.207
S1 1.7644 -1.4507 -0.0023  -0.005
H2 0.4192 2.7883 0.0056  0.175
F1 2.0888 1.6910 -0.0036  -0.296
C2 -0.0666 0.7081 0.0715  -0.366
S2 -1.8215 0.9124 -0.0041  0.232
C3 0.7574 1.7682 -0.0400  0.302
C4 0.3084 -0.7216 0.0104  0.189
H3 -2.6624 -1.3777 -0.8947  0.215

Cartesian forces, eV/Å:
-0.122 0.078 -0.020
-0.063 -1.854 -0.152
0.406 0.608 -0.536
-0.340 0.466 -0.016
-0.152 0.217 -0.234
-0.344 -0.209 -0.173
0.705 0.441 -0.855
-0.598 -0.451 0.018
-0.195 -0.676 0.883
-0.054 0.322 0.294
0.756 1.056 0.792

---

Entry 6:
Density functional theory data (ωB97M-V with the def2-TZVPD basis set) for a molecular structure, C4H3GdLiO at a distorted geometry.

Computed properties:
**Charge**: +3
**ΔE to the lowest compared entry with this formula, charge and spin**: 0.0 kcal/mol
**E_LUMO (spin up / spin down)**: -14.5 / -17.3 eV
**Expectation value of S²**: 16.110
**Spin multiplicity**: 8

Each line ends with the Löwdin charge.
Atoms and positions in Å:
H1 0.6645 0.3694 -2.2909  0.135
O1 1.2367 1.5051 0.5460  0.258
C1 -0.3389 -2.2785 1.5917  0.038
H2 -0.1717 2.0784 -2.1517  0.140
C2 -0.9681 -1.4271 0.9679  -0.303
C3 0.7909 1.4351 -0.5124  -0.168
C4 0.1933 1.1460 -1.6765  -0.098
H3 0.1452 -3.0378 2.1907  0.093
Li1 0.4498 0.2606 2.1887  0.824
Gd1 -2.0017 -0.0511 -0.8535  2.081

Cartesian forces, eV/Å:
0.233 0.221 -0.045
-0.750 0.198 -1.360
-0.690 0.574 -0.549
0.195 -0.371 -0.280
0.225 1.114 -0.760
1.461 -0.657 1.865
-1.105 0.653 -0.320
-0.013 0.010 -0.034
0.297 -0.297 0.677
0.149 -1.446 0.808

---

The evaluated electronic energy for the records listed, in turn: -463.43712; -453.65214; -336.68867; -404.47477; -1125.64037; -1001.32353 a.u..
The evaluated molecular weight for the records listed, in turn: 117.08; 108.06; 93.01; 102.06; 150.20; 231.26 Da.